{
  "formula": "C16H28Cl2N4O8Pb",
  "method": "wB97M-V/def2-TZVPD",
  "relative_energy_ev": 10.323,
  "lumo_ev": -6.0454,
  "energy_ha": -2559.7264,
  "max_force_ev_per_a": 4.5,
  "charge": 0,
  "symbols": ["Pb", "Cl", "O", "O", "O", "O", "Cl", "O", "O", "O", "O", "C", "C", "C", "C", "N", "H", "H", "H", "H", "H", "H", "H", "C", "C", "C", "C", "N", "H", "H", "H", "H", "H", "H", "H", "C", "C", "C", "C", "N", "H", "H", "H", "H", "H", "H", "H", "C", "C", "C", "C", "N", "H", "H", "H", "H", "H", "H", "H"],
  "coordinates": [[0.099, 0.189, 0.133], [-1.313, -4.823, -0.936], [-2.220, -5.451, -1.909], [-2.050, -3.715, -0.328], [-0.835, -5.615, 0.126], [-0.110, -4.180, -1.478], [0.668, 5.035, 2.157], [1.000, 3.793, 2.913], [1.916, 5.782, 2.014], [0.397, 4.587, 0.832], [-0.398, 5.812, 2.740], [-1.573, -2.933, -7.542], [-2.972, -2.316, -7.240], [-3.190, -1.800, -5.859], [-2.153, -0.980, -5.253], [-1.289, -0.285, -4.835], [-1.407, -3.835, -6.953], [-0.793, -2.179, -7.439], [-1.613, -3.409, -8.522], [-3.744, -2.962, -7.659], [-3.175, -1.459, -7.881], [-3.284, -2.650, -5.183], [-4.156, -1.297, -5.916], [1.043, -5.231, 5.787], [2.513, -5.516, 5.596], [3.158, -5.450, 4.224], [2.875, -4.115, 3.626], [2.628, -3.057, 3.158], [0.506, -5.960, 5.180], [0.805, -4.233, 5.420], [0.690, -5.313, 6.815], [2.643, -6.469, 6.109], [3.072, -4.740, 6.118], [2.897, -6.265, 3.548], [4.193, -5.786, 4.291], [9.706, 4.429, -0.364], [8.464, 3.571, -0.014], [7.461, 3.489, -1.191], [6.202, 2.692, -1.069], [5.251, 1.991, -0.928], [10.335, 3.887, -1.071], [10.385, 4.454, 0.488], [9.659, 5.455, -0.730], [7.893, 4.000, 0.809], [8.857, 2.566, 0.137], [7.879, 3.179, -2.149], [7.142, 4.510, -1.402], [-9.274, 3.834, 2.519], [-8.011, 3.095, 2.162], [-7.112, 3.880, 1.195], [-5.876, 3.152, 0.765], [-4.923, 2.553, 0.501], [-9.184, 4.435, 3.424], [-10.122, 3.154, 2.607], [-9.510, 4.536, 1.720], [-8.380, 2.155, 1.750], [-7.449, 2.752, 3.030], [-6.757, 4.775, 1.705], [-7.469, 4.283, 0.248]]
}



{
  "formula": "C16H28ClF2K2Li2N5O9S3",
  "method": "wB97M-V/def2-TZVPD",
  "lumo_ev": -4.9657,
  "energy_ha": -4645.9780,
  "max_force_ev_per_a": 5.6,
  "charge": 0,
  "symbols": ["C", "C", "S", "C", "C", "N", "C", "S", "N", "C", "N", "S", "C", "O", "O", "N", "C", "C", "O", "N", "C", "O", "F", "H", "H", "H", "H", "H", "H", "H", "H", "H", "H", "H", "H", "H", "H", "H", "C", "O", "H", "H", "H", "F", "Li", "O", "H", "K", "C", "O", "H", "H", "H", "K", "Cl", "O", "C", "O", "C", "C", "C", "H", "H", "H", "H", "H", "H", "Li"],
  "coordinates": [[-3.523, -1.784, 0.816], [-2.437, -1.795, -0.349], [-0.804, -2.381, 0.274], [0.563, -1.200, -0.134], [0.799, -0.121, 0.993], [1.953, -0.305, 1.876], [1.844, -1.159, 2.753], [1.780, -2.307, 3.786], [-0.489, 0.150, 1.638], [-0.464, 1.487, 2.129], [-1.411, 2.133, 2.785], [-2.942, 1.405, 3.189], [-1.239, 3.495, 3.239], [-2.219, 4.300, 2.636], [-2.442, 5.417, 3.492], [0.756, 2.021, 1.772], [0.963, 1.324, 0.443], [2.311, 1.667, -0.262], [3.392, 1.477, 0.201], [2.256, 2.346, -1.633], [1.584, 1.445, -2.518], [0.462, 1.537, -2.858], [2.383, 0.464, -2.898], [-4.473, -1.491, 0.381], [-3.601, -2.762, 1.364], [-3.200, -0.995, 1.537], [-2.405, -0.826, -0.825], [-2.811, -2.516, -1.069], [0.260, -0.639, -1.016], [1.472, -1.745, -0.363], [-0.719, -0.468, 2.421], [-3.536, 1.298, 1.956], [-1.320, 3.531, 4.326], [-0.261, 3.907, 2.974], [-1.569, 5.796, 3.683], [0.726, 3.010, 1.443], [-0.049, 1.720, -0.112], [1.576, 3.090, -1.506], [-2.790, -0.981, 5.946], [-2.822, -1.189, 4.601], [-1.814, -0.619, 6.355], [-3.503, -0.228, 6.345], [-2.992, -1.862, 6.583], [-1.170, -4.922, 0.062], [-5.264, 1.848, 2.444], [-7.144, 0.257, 3.945], [-7.729, -0.485, 4.117], [2.120, 4.923, -1.023], [0.763, 1.151, -6.207], [0.150, 0.828, -7.322], [1.657, 0.531, -5.936], [1.155, 2.199, -6.144], [0.149, 1.080, -5.265], [-2.011, -1.467, 2.679], [-1.592, 1.449, -0.972], [2.953, -5.242, -3.008], [3.338, -4.199, -3.435], [2.947, -2.996, -2.923], [3.491, -1.925, -3.708], [4.701, -2.521, -4.417], [4.272, -3.974, -4.612], [2.727, -1.583, -4.410], [3.764, -1.109, -3.054], [4.955, -2.004, -5.341], [5.572, -2.482, -3.760], [3.710, -4.115, -5.536], [5.110, -4.662, -4.573], [2.206, 3.742, 2.339]]
}



Copy entry 1 word for word.
{
  "formula": "C16H28Cl2N4O8Pb",
  "method": "wB97M-V/def2-TZVPD",
  "relative_energy_ev": 10.323,
  "lumo_ev": -6.0454,
  "energy_ha": -2559.7264,
  "max_force_ev_per_a": 4.5,
  "charge": 0,
  "symbols": ["Pb", "Cl", "O", "O", "O", "O", "Cl", "O", "O", "O", "O", "C", "C", "C", "C", "N", "H", "H", "H", "H", "H", "H", "H", "C", "C", "C", "C", "N", "H", "H", "H", "H", "H", "H", "H", "C", "C", "C", "C", "N", "H", "H", "H", "H", "H", "H", "H", "C", "C", "C", "C", "N", "H", "H", "H", "H", "H", "H", "H"],
  "coordinates": [[0.099, 0.189, 0.133], [-1.313, -4.823, -0.936], [-2.220, -5.451, -1.909], [-2.050, -3.715, -0.328], [-0.835, -5.615, 0.126], [-0.110, -4.180, -1.478], [0.668, 5.035, 2.157], [1.000, 3.793, 2.913], [1.916, 5.782, 2.014], [0.397, 4.587, 0.832], [-0.398, 5.812, 2.740], [-1.573, -2.933, -7.542], [-2.972, -2.316, -7.240], [-3.190, -1.800, -5.859], [-2.153, -0.980, -5.253], [-1.289, -0.285, -4.835], [-1.407, -3.835, -6.953], [-0.793, -2.179, -7.439], [-1.613, -3.409, -8.522], [-3.744, -2.962, -7.659], [-3.175, -1.459, -7.881], [-3.284, -2.650, -5.183], [-4.156, -1.297, -5.916], [1.043, -5.231, 5.787], [2.513, -5.516, 5.596], [3.158, -5.450, 4.224], [2.875, -4.115, 3.626], [2.628, -3.057, 3.158], [0.506, -5.960, 5.180], [0.805, -4.233, 5.420], [0.690, -5.313, 6.815], [2.643, -6.469, 6.109], [3.072, -4.740, 6.118], [2.897, -6.265, 3.548], [4.193, -5.786, 4.291], [9.706, 4.429, -0.364], [8.464, 3.571, -0.014], [7.461, 3.489, -1.191], [6.202, 2.692, -1.069], [5.251, 1.991, -0.928], [10.335, 3.887, -1.071], [10.385, 4.454, 0.488], [9.659, 5.455, -0.730], [7.893, 4.000, 0.809], [8.857, 2.566, 0.137], [7.879, 3.179, -2.149], [7.142, 4.510, -1.402], [-9.274, 3.834, 2.519], [-8.011, 3.095, 2.162], [-7.112, 3.880, 1.195], [-5.876, 3.152, 0.765], [-4.923, 2.553, 0.501], [-9.184, 4.435, 3.424], [-10.122, 3.154, 2.607], [-9.510, 4.536, 1.720], [-8.380, 2.155, 1.750], [-7.449, 2.752, 3.030], [-6.757, 4.775, 1.705], [-7.469, 4.283, 0.248]]
}



Please write out number 1 again, unchanged.
{
  "formula": "C16H28Cl2N4O8Pb",
  "method": "wB97M-V/def2-TZVPD",
  "relative_energy_ev": 10.323,
  "lumo_ev": -6.0454,
  "energy_ha": -2559.7264,
  "max_force_ev_per_a": 4.5,
  "charge": 0,
  "symbols": ["Pb", "Cl", "O", "O", "O", "O", "Cl", "O", "O", "O", "O", "C", "C", "C", "C", "N", "H", "H", "H", "H", "H", "H", "H", "C", "C", "C", "C", "N", "H", "H", "H", "H", "H", "H", "H", "C", "C", "C", "C", "N", "H", "H", "H", "H", "H", "H", "H", "C", "C", "C", "C", "N", "H", "H", "H", "H", "H", "H", "H"],
  "coordinates": [[0.099, 0.189, 0.133], [-1.313, -4.823, -0.936], [-2.220, -5.451, -1.909], [-2.050, -3.715, -0.328], [-0.835, -5.615, 0.126], [-0.110, -4.180, -1.478], [0.668, 5.035, 2.157], [1.000, 3.793, 2.913], [1.916, 5.782, 2.014], [0.397, 4.587, 0.832], [-0.398, 5.812, 2.740], [-1.573, -2.933, -7.542], [-2.972, -2.316, -7.240], [-3.190, -1.800, -5.859], [-2.153, -0.980, -5.253], [-1.289, -0.285, -4.835], [-1.407, -3.835, -6.953], [-0.793, -2.179, -7.439], [-1.613, -3.409, -8.522], [-3.744, -2.962, -7.659], [-3.175, -1.459, -7.881], [-3.284, -2.650, -5.183], [-4.156, -1.297, -5.916], [1.043, -5.231, 5.787], [2.513, -5.516, 5.596], [3.158, -5.450, 4.224], [2.875, -4.115, 3.626], [2.628, -3.057, 3.158], [0.506, -5.960, 5.180], [0.805, -4.233, 5.420], [0.690, -5.313, 6.815], [2.643, -6.469, 6.109], [3.072, -4.740, 6.118], [2.897, -6.265, 3.548], [4.193, -5.786, 4.291], [9.706, 4.429, -0.364], [8.464, 3.571, -0.014], [7.461, 3.489, -1.191], [6.202, 2.692, -1.069], [5.251, 1.991, -0.928], [10.335, 3.887, -1.071], [10.385, 4.454, 0.488], [9.659, 5.455, -0.730], [7.893, 4.000, 0.809], [8.857, 2.566, 0.137], [7.879, 3.179, -2.149], [7.142, 4.510, -1.402], [-9.274, 3.834, 2.519], [-8.011, 3.095, 2.162], [-7.112, 3.880, 1.195], [-5.876, 3.152, 0.765], [-4.923, 2.553, 0.501], [-9.184, 4.435, 3.424], [-10.122, 3.154, 2.607], [-9.510, 4.536, 1.720], [-8.380, 2.155, 1.750], [-7.449, 2.752, 3.030], [-6.757, 4.775, 1.705], [-7.469, 4.283, 0.248]]
}